# C31H46LuP2

A molecular structure, C31H46LuP2 (ωB97M-V/def2-TZVPD, the OMol25 dataset).

Structure (XYZ):
```
80
Properties=species:S:1:pos:R:3:mulliken_charge:R:1
Lu 0.25 1.82 -1.22 1.02
C 1.04 0.14 0.64 0.34
C 2.23 0.70 0.08 1.12
C 1.06 2.41 1.12 -0.08
C 0.38 1.18 1.36 1.10
C 2.24 2.10 0.37 0.30
C 0.69 -1.30 0.74 -1.87
H 1.30 -1.91 0.07 0.39
H -0.37 -1.47 0.49 0.36
H 0.83 -1.67 1.76 0.38
C -0.74 0.98 2.30 -1.38
H -0.70 -0.04 2.73 0.43
H -1.70 1.11 1.80 0.07
H -0.69 1.70 3.13 0.39
C 0.62 3.75 1.57 -1.26
H 0.39 3.73 2.65 0.38
H -0.31 4.06 1.07 -0.05
H 1.38 4.50 1.39 0.39
C 3.35 3.04 0.06 -1.52
H 3.39 3.84 0.80 0.52
H 3.24 3.51 -0.93 0.21
H 4.32 2.52 0.06 0.31
C 3.34 -0.06 -0.56 -1.65
H 4.30 0.18 -0.08 0.45
H 3.46 0.18 -1.63 0.22
H 3.18 -1.14 -0.49 0.37
C -2.36 -3.74 -2.79 -0.62
C -1.75 -4.54 -3.68 -0.59
C -0.84 -4.05 -4.76 -0.80
C -1.24 -2.71 -5.40 -1.26
C -0.39 -1.49 -4.92 0.19
C 0.31 -1.66 -3.61 -1.79
C -0.53 -1.99 -2.40 1.04
C -2.04 -2.28 -2.62 -0.54
H -0.83 -4.81 -5.57 0.49
H -2.32 -2.53 -5.28 0.18
H 0.20 -3.98 -4.41 0.34
H -2.41 -1.69 -3.46 -0.25
H -3.14 -4.12 -2.12 0.40
H -1.90 -5.62 -3.67 0.44
H -2.61 -1.89 -1.76 0.56
H -0.06 -2.83 -1.87 0.69
H 1.27 -2.19 -3.65 0.69
H -0.52 -1.16 -1.66 -1.56
H -1.11 -2.79 -6.49 0.63
H 0.36 -1.36 -5.72 1.03
P -1.19 0.18 -4.77 0.90
C -2.98 0.10 -4.91 -1.30
C -0.58 0.98 -6.30 -1.43
P 1.07 0.40 -3.10 1.40
C -0.60 1.22 -3.49 -0.71
C 2.18 0.26 -4.59 -1.48
C 1.85 2.37 -2.91 -1.58
H -3.47 0.41 -3.98 0.39
H -3.34 -0.89 -5.20 0.38
H -3.26 0.80 -5.70 0.55
H -1.47 1.26 -6.88 0.45
H 0.03 0.29 -6.89 0.35
H 0.01 1.89 -6.08 0.45
H 1.76 2.76 -3.93 0.62
H 2.91 2.25 -2.63 0.55
H 1.40 3.17 -2.24 0.27
H -1.35 1.30 -2.65 -0.51
H -0.48 2.22 -3.93 1.02
H 3.20 0.48 -4.23 0.56
H 1.95 0.97 -5.39 0.35
H 2.22 -0.76 -5.01 0.40
C -1.94 2.08 -0.79 -1.53
C -2.65 2.52 0.14 0.40
C -3.42 3.00 1.21 0.46
C -4.39 2.19 1.82 -0.27
C -5.03 2.62 2.99 -0.55
C -4.70 3.86 3.55 -0.41
C -3.73 4.67 2.95 -0.69
C -3.09 4.26 1.78 -0.29
H -4.63 1.22 1.38 0.44
H -5.79 1.99 3.45 0.40
H -5.18 4.19 4.47 0.38
H -3.46 5.63 3.38 0.39
H -2.34 4.88 1.29 0.45
```

Summary:
E_HOMO (alpha / beta)	-9.9 / -9.9	eV
E	-85081.3008	eV
HOMO-LUMO gap (alpha / beta)	7.5 / 7.5	eV
energy relative to the best compared isomer or geometry (same formula, charge and spin)	0.0	kJ/mol
M	655.624	g mol⁻¹
charge	+1
LUMO level (alpha / beta)	-0.090 / -0.090	Ha
2S+1	1